Here is a cluster of 6 separate species, C79H64BClN2O14PS2 in total in a non-equilibrium geometry from the Open Molecules 2025 dataset. Energies are from ωB97M-V with the def2-TZVPD basis set.

Last column: Löwdin charge in e.
Cartesian coordinates (Å):
Cl: -9.530 6.284 -3.300  0.320
S: -7.133 2.046 0.036  0.597
S: -9.783 6.516 -5.385  0.511
P: -5.030 5.405 -4.384  0.898
O: -11.162 7.232 -5.583  -0.394
O: 0.269 -9.230 -5.744  0.083
O: -3.322 2.628 -6.137  0.044
O: -8.614 7.419 -5.925  -0.416
O: 1.363 -5.705 -1.752  0.103
O: 4.910 3.259 2.719  0.108
O: -4.128 5.864 -5.610  -0.385
O: 3.642 4.995 8.197  0.067
O: -0.657 7.208 5.932  0.095
O: 0.483 2.846 -0.238  0.067
O: 3.430 -12.387 -8.667  0.101
O: 6.908 -1.975 8.239  0.093
O: -2.412 -2.589 -3.883  0.073
O: 2.866 0.422 10.773  0.096
N: -5.010 3.592 -4.304  -0.261
N: -2.427 2.960 -3.762  -0.106
C: 5.337 -3.563 9.921  0.005
C: 2.569 7.259 9.439  0.012
C: -5.845 1.187 -1.083  -0.496
C: 1.938 5.223 -0.448  0.002
C: 1.082 3.898 4.043  -0.035
C: 0.462 4.993 4.646  0.016
C: 6.160 2.059 7.389  -0.047
C: 2.993 -9.238 -5.117  0.006
C: -1.721 -4.770 -3.356  -0.091
C: 5.667 -0.006 8.553  -0.090
C: 0.484 -4.989 -2.216  -0.276
C: -2.026 -7.547 -3.387  -0.046
C: 4.630 -10.954 -6.590  0.009
C: 0.348 6.718 6.435  -0.277
C: 3.580 0.798 2.751  -0.004
C: -3.035 -6.731 -3.897  -0.051
C: -1.837 4.338 -3.438  -0.090
C: -5.367 3.233 -2.879  -0.190
C: -7.561 3.513 -5.062  -0.184
C: 3.265 -2.294 11.295  0.006
C: 6.459 0.723 7.656  0.004
C: 1.230 0.605 1.256  -0.007
C: 4.205 5.472 1.162  0.019
C: 2.687 6.400 -0.473  -0.053
C: 3.909 3.154 2.020  -0.300
C: 4.358 -9.314 -4.836  -0.056
C: 4.059 -1.566 10.400  -0.087
C: 0.612 -3.519 -2.167  -0.081
C: -2.882 -5.343 -3.887  0.002
C: -5.953 1.717 -2.666  -0.203
C: 0.989 -9.975 -6.396  -0.278
C: 4.594 0.612 9.195  -0.084
C: 2.041 6.712 8.262  -0.081
C: 2.748 3.876 5.795  0.045
C: 1.970 1.795 1.245  -0.099
C: 2.442 -10.029 -6.133  -0.085
C: 2.699 -11.686 -7.977  -0.277
C: 1.670 -0.485 2.008  -0.053
C: 1.515 2.929 0.417  -0.295
C: 0.990 5.537 5.824  -0.081
C: 2.672 5.519 7.663  -0.243
C: -1.560 -3.302 -3.366  -0.282
C: 0.374 8.464 8.206  0.008
C: 3.465 4.283 1.176  -0.081
C: 2.848 -0.391 2.749  -0.037
C: 5.072 2.670 8.012  -0.078
C: -0.218 -1.312 -2.713  0.003
C: 2.003 8.409 9.990  -0.051
C: 2.229 3.344 4.613  -0.034
C: -0.683 -12.434 -9.463  -0.055
C: 4.292 1.951 8.919  0.022
C: 5.174 -10.178 -5.565  -0.054
C: 3.137 1.896 2.001  -0.126
C: 4.535 -4.290 10.803  -0.058
C: 3.263 -10.875 -6.879  -0.085
C: 3.814 6.528 0.338  -0.046
C: -5.995 3.122 -5.352  -0.170
C: 0.935 7.306 7.655  -0.086
C: 3.505 -3.655 11.495  -0.059
C: -8.121 4.351 -6.394  -0.214
C: 5.102 -2.196 9.723  -0.087
C: -0.966 -10.838 -7.670  0.003
C: 1.724 -2.940 -1.541  0.016
C: 0.893 -0.738 -2.094  -0.062
C: 5.964 -1.432 8.799  -0.282
C: 0.912 9.017 9.369  -0.052
C: 0.695 -12.440 -9.242  0.010
C: -0.723 -5.585 -2.824  -0.083
C: -0.363 -2.706 -2.741  -0.085
C: 3.775 -0.136 10.169  -0.279
C: -0.871 -6.978 -2.850  0.016
C: 1.860 -1.550 -1.502  -0.058
C: 2.324 4.164 0.383  -0.090
C: -9.674 4.854 -6.242  -0.256
C: 0.417 -10.837 -7.450  -0.086
C: -1.262 2.251 -4.485  -0.096
C: 2.124 4.972 6.405  -0.066
C: -1.514 -11.640 -8.673  -0.058
C: 1.245 -11.646 -8.226  -0.084
B: -3.610 3.086 -4.732  -0.484
H: -6.356 5.959 -4.477  0.054
H: -4.803 1.427 -0.603  0.092
H: -3.942 -7.174 -4.303  0.109
H: -2.573 4.897 -2.716  0.083
H: 2.417 8.835 10.901  0.111
H: -8.179 2.498 -5.030  0.138
H: 2.485 -3.567 -1.079  0.125
H: 4.784 -8.703 -4.043  0.109
H: 5.275 -11.622 -7.159  0.123
H: 3.424 6.793 9.926  0.124
H: -0.481 8.941 7.729  0.122
H: 1.056 5.132 -1.080  0.105
H: -7.757 4.078 -4.056  0.073
H: -7.363 5.213 -6.638  0.114
H: -6.133 0.030 -1.020  0.098
H: -4.471 3.378 -2.117  0.155
H: 6.236 -10.246 -5.338  0.109
H: -1.109 -13.054 -10.250  0.109
H: 4.393 7.449 0.325  0.113
H: -3.672 -4.712 -4.291  0.118
H: 2.718 2.496 4.138  0.081
H: 2.884 -4.219 12.188  0.108
H: 2.721 -1.103 -1.011  0.110
H: 0.312 0.523 0.676  0.117
H: -0.759 4.207 -2.947  0.114
H: -0.971 -0.671 -3.169  0.099
H: -0.345 2.142 -3.730  0.112
H: -7.127 1.783 -2.872  0.105
H: -2.589 -11.643 -8.840  0.107
H: 2.361 -8.566 -4.540  0.117
H: -1.669 4.866 -4.471  0.114
H: 3.642 3.436 6.235  0.099
H: 1.337 -13.066 -9.859  0.123
H: -2.141 -8.629 -3.403  0.114
H: -8.291 2.326 -0.757  -0.115
H: 1.096 -1.409 2.013  0.113
H: 5.089 5.576 1.789  0.127
H: -10.114 5.003 -7.342  0.150
H: -3.509 1.645 -6.227  0.134
H: 3.196 -1.243 3.328  0.116
H: 4.716 -5.353 10.951  0.108
H: 2.390 7.219 -1.125  0.109
H: -5.838 1.952 -5.526  0.165
H: -1.548 1.185 -4.876  0.106
H: 6.773 2.623 6.689  0.110
H: 6.142 -4.066 9.387  0.121
H: -4.494 5.856 -3.094  0.071
H: 0.673 3.479 3.127  0.104
H: -10.309 3.999 -5.759  0.131
H: -8.068 3.601 -7.319  0.147
H: 3.448 2.436 9.405  0.122
H: 4.497 0.864 3.335  0.131
H: 7.306 0.251 7.162  0.120
H: 4.831 3.708 7.793  0.064
H: -0.861 2.977 -5.339  0.125
H: 2.455 -1.806 11.836  0.121
H: -5.548 0.918 -3.430  0.131
H: -6.204 4.000 -2.528  0.130
H: 0.479 9.921 9.791  0.110
H: 1.002 0.344 -2.071  0.097
H: -5.697 3.684 -6.362  0.156
H: -1.621 -10.218 -7.060  0.118
H: -0.089 -7.622 -2.449  0.125
H: -0.430 5.423 4.193  0.121

Gap between HOMO and LUMO ... 6.76 eV
LUMO level ... -3.66 eV
HOMO energy ... -10.4207 eV
Total charge ... +1
Energy above the lowest of the compared OMol25 structures with the same formula, charge and spin ... 6.010 eV